Entry 1:
# C3H3F

A 2-piece molecular cluster, C3H3F overall (wB97M-V/def2-TZVPD, the Open Molecules 2025 dataset).

Structure (XYZ):
```
7
C3H3F | the Open Molecules 2025 dataset | wB97M-V/def2-TZVPD
C -0.7831 -1.9848 0.5802
C -0.4872 -0.8395 0.2677
C 0.4917 1.4718 -0.3910
F 0.5529 1.5575 -1.6815
H -0.8699 -2.8792 1.1215
H -0.3948 1.5016 0.1566
H 1.4904 1.1726 -0.0534
```

Energy (eV): -5870.101
Gap between HOMO and LUMO (alpha / beta) (Eh): 0.2929 / 0.2740
LUMO (alpha / beta) (eV): -1.43 / -1.82

Entry 2:
# C57H60F6O9

A 11-piece molecular cluster, C57H60F6O9 overall (wB97M-V/def2-TZVPD, the Open Molecules 2025 dataset).

Structure (XYZ):
```
132
C57H60F6O9 | the Open Molecules 2025 dataset | wB97M-V/def2-TZVPD
C 3.8027 4.0372 1.5700
O 2.4904 4.0141 0.9954
C 1.7308 5.0520 1.3089
O 2.0714 6.0172 1.9311
O 0.5021 4.8037 0.8897
C -0.4027 5.8855 0.8431
H 4.2835 3.1536 1.1539
H 3.6666 3.9325 2.6416
H 4.4174 4.8877 1.2909
H -1.1084 5.7931 0.0243
H 0.1106 6.8451 0.7783
H -0.9620 5.9066 1.7808
C -1.3854 0.9530 3.8990
O -1.0887 -0.4234 3.9272
C -1.3703 -1.0698 5.0332
O -2.0538 -0.7185 5.9463
O -0.8499 -2.2775 4.9293
C -0.9930 -3.2129 5.9927
H -1.1494 1.3628 2.9244
H -0.8056 1.5635 4.5959
H -2.4482 1.0888 4.0930
H -0.7308 -2.7202 6.9299
H -0.2959 -4.0137 5.7780
H -2.0402 -3.5156 6.0319
C 1.6550 0.8197 0.7840
O 0.7511 1.2965 -0.2241
C 0.2724 0.4027 -1.0722
O 0.4080 -0.7852 -1.0095
O -0.4775 1.0877 -1.9356
C -1.2177 0.3803 -2.9111
H 1.0242 0.6386 1.6545
H 2.3724 1.6032 0.9999
H 2.1946 -0.0761 0.4956
H -0.7612 0.3445 -3.9029
H -2.1872 0.8570 -3.0493
H -1.3861 -0.6705 -2.6869
F -6.7624 1.5994 -7.6532
C -5.5124 1.6177 -7.1789
C -5.0316 2.7257 -6.5063
C -3.7286 2.7159 -6.0095
C -2.9131 1.6396 -6.2817
C -3.4132 0.5127 -6.9096
C -4.7289 0.4784 -7.3359
H -5.7600 3.5207 -6.3867
H -3.4651 3.6480 -5.5243
H -1.8885 1.6401 -5.9230
H -2.7669 -0.3445 -7.0500
H -5.1243 -0.3903 -7.8465
F -3.0957 -5.9954 1.6345
C -2.3058 -4.9147 1.4524
C -2.4369 -4.1938 0.2796
C -1.5429 -3.1646 -0.0040
C -0.6811 -2.7642 1.0086
C -0.5837 -3.4649 2.1975
C -1.3471 -4.6077 2.4033
H -3.0609 -4.6612 -0.4766
H -1.4599 -2.6969 -0.9719
H -0.0310 -1.9202 0.8100
H 0.1754 -3.2404 2.9314
H -1.2552 -5.2223 3.2891
F 8.3802 -0.7829 3.8511
C 7.2186 -0.1349 3.7270
C 6.8784 0.8769 4.6188
C 5.6817 1.5602 4.4082
C 4.7544 1.0583 3.5073
C 5.0657 0.0009 2.6757
C 6.3646 -0.4922 2.7013
H 7.6010 1.1665 5.3692
H 5.3839 2.3729 5.0571
H 3.7471 1.4412 3.3793
H 4.4388 -0.4308 1.9100
H 6.6967 -1.2249 1.9755
F -3.5131 -1.4367 -1.8331
C -3.9886 -1.8770 -3.0034
C -3.7203 -3.1825 -3.3580
C -4.1806 -3.6977 -4.5657
C -4.9630 -2.8993 -5.3847
C -5.3191 -1.6106 -4.9734
C -4.7930 -1.0957 -3.8087
H -3.0255 -3.7004 -2.7033
H -3.9252 -4.7073 -4.8557
H -5.4132 -3.2983 -6.2857
H -5.9403 -0.9629 -5.5692
H -5.0606 -0.0755 -3.5501
F 0.2316 -0.5166 -7.5084
C 0.3965 -1.0241 -6.2773
C -0.4400 -2.0725 -5.9197
C -0.2093 -2.6903 -4.6987
C 0.7451 -2.1787 -3.8272
C 1.5134 -1.0762 -4.1601
C 1.3442 -0.5081 -5.4280
H -1.2615 -2.4771 -6.4950
H -0.9340 -3.4312 -4.3865
H 0.9387 -2.6687 -2.8819
H 2.2511 -0.6822 -3.4781
H 2.0062 0.2825 -5.7563
F 2.2724 -1.1633 3.1412
C 2.1373 -1.3406 4.4701
C 2.0138 -0.2479 5.2855
C 1.8697 -0.4605 6.6667
C 2.0305 -1.7181 7.1810
C 2.2415 -2.8306 6.3542
C 2.3117 -2.6257 4.9875
H 1.9544 0.7368 4.8422
H 1.7019 0.4064 7.2909
H 1.9976 -1.8662 8.2551
H 2.4215 -3.8104 6.7713
H 2.5523 -3.4710 4.3539
C -4.3379 1.0487 0.7210
C -3.0324 1.5445 0.7707
C -2.7691 2.7561 1.3980
C -3.8285 3.4473 2.0144
C -5.1079 2.9424 1.9355
C -5.3780 1.7371 1.2964
H -4.5824 0.0531 0.3649
H -2.2254 0.9502 0.3665
H -1.7420 3.0954 1.4413
H -3.6107 4.3792 2.5160
H -5.9125 3.6204 2.2102
H -6.3808 1.3304 1.3081
C 6.1166 0.4312 -0.5016
C 5.2332 -0.6164 -0.7556
C 4.0408 -0.3643 -1.4252
C 3.7437 0.9103 -1.8926
C 4.6610 1.9439 -1.7264
C 5.8418 1.6673 -1.0590
H 6.9575 0.2573 0.1526
H 5.4048 -1.6429 -0.4518
H 3.3058 -1.1428 -1.5993
H 2.8032 1.0737 -2.4062
H 4.4338 2.9307 -2.1034
H 6.5904 2.4536 -1.0264
```

Energy (eV): -94813.573
Gap between HOMO and LUMO (Eh): 0.3433
SMILES string: COC(=O)OC.COC(=O)OC.COC(=O)OC.Fc1ccccc1.Fc1ccccc1.Fc1ccccc1.Fc1ccccc1.Fc1ccccc1.Fc1ccccc1.c1ccccc1.c1ccccc1
LUMO (eV): 0.47

Entry 3:
# C22H19Br2N4OS2SeTeZn

C22H19Br2N4OS2SeTeZn as an isolated structure (wB97M-V/def2-TZVPD, the Open Molecules 2025 dataset).

Structure (XYZ):
```
53
C22H19Br2N4OS2SeTeZn | the Open Molecules 2025 dataset | wB97M-V/def2-TZVPD
Zn -0.1968 -0.1838 -0.4948
C 3.2158 0.0199 0.4175
C 2.2459 0.6864 1.3387
C 2.6800 1.5968 2.3202
C 1.7751 2.1973 3.1470
C 0.4040 1.8917 3.0302
C -0.6243 2.4532 3.8154
Br -0.1985 3.7047 5.1879
C -1.9353 2.1215 3.6139
C -2.2690 1.2067 2.6183
Br -4.0897 0.7570 2.3293
C -1.3325 0.5966 1.7810
O -1.6478 -0.2357 0.8531
C 0.0456 0.9680 2.0195
N 0.9699 0.4008 1.1995
H 4.2428 0.2408 0.7043
H 3.0625 0.3635 -0.6054
H 3.0610 -1.0601 0.4324
H 3.7362 1.8152 2.3990
H 2.1017 2.9103 3.8914
H -2.7103 2.5722 4.2173
S -0.0377 -2.6510 2.7368
C -1.5218 -2.9524 2.0832
N -1.7784 -3.8262 1.0742
C -3.0941 -3.5918 0.4930
C -3.7866 -2.7310 1.5662
N -2.6961 -2.4146 2.4770
H -1.0100 -4.1111 0.4893
H -3.6185 -4.5316 0.3165
H -3.0149 -3.0551 -0.4569
H -4.5700 -3.2869 2.0885
H -4.2268 -1.8245 1.1503
H -2.7049 -1.5755 3.0306
Se -0.5228 2.4223 -0.8599
C -0.7737 2.9016 -2.6785
C -1.5522 4.0094 -3.0164
C -1.7051 4.3344 -4.3525
N -1.1447 3.6595 -5.3558
C -0.3969 2.6080 -5.0233
C -0.1828 2.1887 -3.7220
H -2.0226 4.5949 -2.2379
H -2.3119 5.1857 -4.6483
H 0.0590 2.0793 -5.8558
H 0.4351 1.3266 -3.5080
Te -0.0157 -2.3940 -1.7804
C 2.0634 -2.4186 -2.1118
C 2.9788 -3.3211 -1.6596
C 4.3012 -3.0642 -2.1203
C 4.3714 -1.9732 -2.9267
S 2.8229 -1.2628 -3.1479
H 2.7160 -4.1431 -1.0086
H 5.1629 -3.6599 -1.8520
H 5.2413 -1.5447 -3.3987
```

Charge: -1
Energy (eV): -313948.536
Gap between HOMO and LUMO (Eh): 0.2616
LUMO (eV): 2.33

Entry 4:
# C3H10NO4

A 3-piece molecular cluster, C3H10NO4 overall (wB97M-V/def2-TZVPD, the Open Molecules 2025 dataset).

Structure (XYZ):
```
18
C3H10NO4 | the Open Molecules 2025 dataset | wB97M-V/def2-TZVPD
O -1.7750 0.2521 2.7552
C -1.0390 0.6534 1.8937
C -1.5967 0.9336 0.4293
N -0.4929 1.3058 -0.4940
C 0.8765 0.6426 -0.3346
O 0.8773 -0.6358 -0.7968
H -0.0473 1.0343 2.1250
H -2.3638 1.6784 0.5317
H -2.1191 0.0223 0.1131
H -0.7342 1.3758 -1.4650
H 1.2327 0.7371 0.6879
H 1.4055 1.2782 -1.0763
H 0.3092 -0.9324 -3.4982
H -0.1454 -0.5721 -2.0571
O -0.4619 -0.6080 -3.0201
H 2.0513 -1.3625 -0.1093
H 2.1401 -2.6571 0.7631
O 2.6790 -1.9028 0.5079
```

2S+1: 2
<S²>: 0.753
Charge: -2
Energy (eV): -12948.969
Gap between HOMO and LUMO (alpha / beta) (Eh): 0.0828 / 0.2372
LUMO (alpha / beta) (eV): 6.58 / 6.46